1.
A molecular structure, C25H24N6O6RhS. Source: OMol25; level of theory: ωB97M-V/def2-TZVPD.

As for the charge: -1. As for the spin multiplicity: 5. Its HOMO energy (alpha / beta) is -2.6 / -5.6 eV. The HOMO-LUMO gap (alpha / beta) is 0.1943 / 0.2422 hartree. Its expectation value of S² is 6.022.

Element x y z (Å)
Rh1 -1.17 -0.10 -0.67
N1 0.56 2.45 7.26
C1 0.20 1.64 6.18
C2 -0.73 2.10 5.24
C3 -1.13 1.29 4.19
C4 -0.59 0.02 4.06
C5 0.33 -0.45 4.98
C6 0.72 0.36 6.04
S1 -1.13 -0.99 2.72
O1 -2.54 -0.79 2.61
O2 -0.61 -2.32 2.94
N2 -0.46 -0.30 1.41
C7 0.88 -0.35 1.22
N3 1.23 -0.04 -0.05
C8 2.50 -0.10 -0.38
C9 3.48 -0.45 0.53
C10 3.03 -0.73 1.82
N4 1.76 -0.68 2.18
H1 0.45 3.43 7.11
H2 1.46 2.23 7.66
H3 -1.16 3.09 5.35
H4 -1.87 1.63 3.48
H5 0.75 -1.44 4.85
H6 1.44 0.00 6.77
H7 2.73 0.15 -1.41
H8 4.52 -0.51 0.26
H9 3.74 -1.00 2.60
C11 -1.46 -0.77 -3.74
N5 -1.29 0.21 -2.69
C12 -0.99 1.49 -3.10
C13 -0.83 2.40 -2.05
C14 -0.67 3.86 -1.99
C15 -0.64 4.19 -0.66
C16 -0.76 2.98 0.07
N6 -0.84 1.92 -0.79
C17 -0.15 -1.10 -4.43
C18 0.95 -1.49 -3.66
C19 2.15 -1.81 -4.27
C20 2.28 -1.76 -5.66
C21 1.19 -1.38 -6.42
C22 -0.02 -1.05 -5.81
H10 -2.17 -0.38 -4.48
H11 -1.89 -1.67 -3.30
H12 -0.93 1.75 -4.15
H13 -0.66 4.53 -2.83
H14 -0.57 5.17 -0.22
H15 -0.79 2.82 1.13
H16 0.86 -1.52 -2.59
H17 3.00 -2.11 -3.67
H18 3.22 -2.01 -6.13
H19 1.27 -1.33 -7.50
H20 -0.87 -0.74 -6.41
O3 -3.63 2.34 -0.01
C23 -3.99 1.17 -0.15
O4 -3.26 0.12 -0.24
H21 -5.07 0.93 -0.07
C24 0.17 -4.09 -0.21
O5 0.23 -2.67 -0.37
C25 -0.90 -2.09 -0.83
O6 -1.82 -2.75 -1.26
H22 1.04 -4.36 0.39
H23 0.21 -4.59 -1.18
H24 -0.74 -4.38 0.31

2.
A molecular structure, BF4H2ORb. Source: OMol25; level of theory: ωB97M-V/def2-TZVPD.

As for the charge: 0. As for the spin multiplicity: 1. Its HOMO energy is -9.9 eV. The HOMO-LUMO gap is 0.3012 hartree.

Element x y z (Å)
Rb1 14.51 -7.77 -0.74
B1 18.35 -8.61 2.09
F1 19.66 -8.04 2.09
F2 18.30 -9.65 2.91
F3 17.47 -7.71 2.46
F4 17.96 -8.87 0.82
O1 14.71 -5.31 -4.11
H1 15.21 -5.07 -4.89
H2 14.73 -4.52 -3.57

The evaluated energy relative to the best compared isomer or geometry (same formula, charge and spin) for the records listed, in turn: 10.5; 0.0 kcal/mol.
The evaluated total energy for the records listed, in turn: -2255.761260; -525.042590 a.u..